C4H18N2O2 | wB97M-V/def2-TZVPD

Properties
Spin multiplicity: 2
Total charge: +3
Energy above the lowest of the compared OMol25 structures with the same formula, charge and spin in kJ/mol: 87.91
Expectation value of S²: 0.76
E_LUMO (spin up / spin down) in eV: -9.80 / -19.32

Positions of all 26 atoms, in Å:
C -0.62546 0.86750 -2.23710
C -0.12646 0.11175 -1.01462
C 0.95554 0.89637 -0.46657
C 1.12654 0.84748 1.04812
N 0.07612 1.46668 1.90576
N 0.48379 -1.21783 -1.49072
H -0.45239 2.00614 -2.19751
H -0.23955 0.58065 -3.26041
H -1.72306 0.75329 -2.31868
H -0.99750 -0.15785 -0.29174
H 0.75934 1.90330 -0.71651
H 1.93243 0.60735 -0.99515
H 1.59852 -0.15400 1.39610
H 2.16701 1.34734 1.33889
H 0.45363 2.22639 2.44229
H -0.82111 1.75150 1.34402
H -0.30306 0.83658 2.72113
H -0.13901 -2.05604 -1.70239
H 1.19828 -1.55785 -0.86927
H 1.01311 -1.12781 -2.40368
H -1.41421 -3.48112 -3.01947
H -0.92871 -4.59310 -2.02747
O -0.89638 -3.64305 -2.19131
H -1.61186 0.06157 4.87965
H -0.47437 1.00818 5.41073
O -1.01120 0.71661 4.71593

Force components x, y, z for each atom (eV/Å):
-1.7 1.4 -1.8
-2.1 -1.6 -1.3
2.5 0.4 1.9
5.7 -1.1 0.9
-3.1 -2.0 0.5
-0.2 -1.3 -1.8
-0.2 -1.9 0.2
0.0 0.0 1.3
0.5 0.1 -0.1
1.6 0.4 -1.2
0.2 1.2 -0.3
-1.1 0.7 1.0
-2.2 0.9 -0.1
-2.4 0.0 -0.8
0.2 1.2 -0.1
2.1 -0.2 1.3
0.8 0.9 -2.0
0.4 1.4 0.7
0.3 -0.3 0.8
-0.7 0.5 0.9
0.1 -0.3 0.2
0.0 -0.9 0.2
-0.5 0.7 -0.8
-3.0 -3.3 1.7
1.4 0.6 2.9
1.5 2.5 -4.1

C4H18N3O3S | wB97M-V/def2-TZVPD

Properties
Spin multiplicity: 2
Expectation value of S²: 0.75
E_LUMO (spin up / spin down) in eV: 0.40 / -2.74

Positions of all 29 atoms, in Å:
C 0.23160 -1.12660 1.52527
N 1.31998 -2.09263 1.38833
C -0.40865 -0.70085 0.20240
C -1.20910 -1.87338 -0.39673
S -0.18047 -2.88857 -1.49640
N -1.20595 0.51135 0.42109
C -1.67780 1.16447 -0.81643
N -0.64153 1.84126 -1.55313
H -0.52702 -1.53954 2.19437
H 0.60724 -0.23348 2.02929
H 1.96624 -1.81370 0.65860
H 0.96745 -3.00999 1.13466
H 0.39315 -0.41207 -0.48057
H -1.56597 -2.53001 0.39589
H -2.03801 -1.53284 -1.01826
H -2.00331 0.27708 1.00935
H -2.41669 1.90140 -0.50254
H -2.15576 0.45567 -1.50111
H 0.03526 1.20878 -1.96918
H -0.13642 2.48935 -0.95827
H 2.69322 0.90545 1.36598
H 1.81413 1.47297 0.24001
O 2.36908 1.72537 0.98644
H 1.05333 -0.29256 -3.63741
H 1.17068 -1.08069 -2.35454
O 1.41916 -0.22503 -2.74719
H 0.82523 2.55099 2.01391
H -0.59864 2.10297 1.67110
O -0.10041 2.74482 2.19508

Force components x, y, z for each atom (eV/Å):
0.3 0.1 0.0
-0.3 -0.1 -0.1
-0.4 0.5 0.3
0.9 -0.4 -0.3
-0.2 0.0 0.2
-0.3 -0.4 -0.1
0.3 0.1 0.1
0.2 0.0 0.1
0.0 -0.1 0.0
0.0 0.0 -0.1
0.0 0.0 0.0
0.1 0.0 0.1
0.0 -0.1 0.0
-0.3 0.1 0.0
-0.1 0.0 0.0
0.0 0.1 0.0
-0.1 -0.1 -0.1
-0.1 0.0 0.0
-0.1 0.0 0.0
-0.1 0.1 0.0
0.1 -0.1 0.0
0.0 -0.1 -0.1
0.0 0.2 0.0
0.1 0.1 0.0
0.0 0.1 -0.1
-0.2 -0.2 0.0
0.1 -0.1 -0.1
0.2 -0.2 -0.1
-0.3 0.2 0.2

C4H18NO4S2 | wB97M-V/def2-TZVPD

Properties
Total charge: +1
Energy above the lowest of the compared OMol25 structures with the same formula, charge and spin in kJ/mol: 0.00
E_LUMO in eV: -2.76

Positions of all 29 atoms, in Å:
N -1.38741 -0.25243 1.39705
C -0.77584 -0.32614 -0.03669
C -1.54257 -1.47590 -0.69366
O -2.95905 -1.22324 -0.60141
C -0.92247 1.01641 -0.72477
S 0.56792 2.02888 -0.50973
S 1.84722 1.64542 -2.05095
C 2.77053 0.26301 -1.54290
H -0.76621 -0.87707 1.92653
H -2.32510 -0.71089 1.45111
H -1.28834 0.64919 1.84815
H 0.25216 -0.52373 0.17009
H -1.18916 -1.52875 -1.71767
H -1.41568 -2.44830 -0.22987
H -3.23840 -0.93276 -1.46862
H -1.80261 1.62248 -0.57509
H -1.03378 0.86012 -1.80911
H 2.40389 -0.64140 -1.06384
H 3.67062 0.44170 -0.94549
H 3.25196 -0.18078 -2.41023
H 2.24969 -4.04073 0.94947
H 0.88687 -4.32145 1.30756
O 1.41520 -3.55412 1.03085
H 2.80152 0.43029 2.59395
H 2.57218 1.80116 1.79627
O 2.23219 1.18847 2.44764
H -3.91210 -1.57220 3.28898
H -4.32252 -1.55437 1.73360
O -3.64378 -1.36176 2.38906

Force components x, y, z for each atom (eV/Å):
1.6 -1.4 -0.5
-2.1 0.2 1.3
-0.3 0.3 0.0
0.8 0.1 -0.2
0.7 -0.3 -1.9
0.0 0.8 0.4
-1.1 0.3 -0.1
2.5 -2.0 0.5
-0.3 0.2 0.2
0.0 0.9 0.3
-0.4 0.3 -0.1
0.7 -0.4 -0.4
-0.1 -0.2 -0.3
0.5 0.0 0.2
-0.4 0.2 -0.2
-0.3 0.0 1.0
0.4 -0.2 0.1
-1.3 0.3 0.1
-0.2 0.9 0.2
-0.2 0.2 -0.7
0.3 0.7 -0.2
-0.4 0.5 0.0
0.1 -1.1 0.2
0.4 0.3 -0.3
0.5 -0.2 -0.1
-1.0 -0.2 0.5
-0.4 -0.1 -0.3
-0.3 -0.2 0.4
0.4 0.2 -0.3

- Which formula does entry 2 have?
  C4H18N3O3S